[1]
110
Properties=species:S:1:pos:R:3 method="wB97M-V/def2-TZVPD" e_homo_ev=-10.64 smiles="O=C1OCCO1.O=C1OCCO1.O=C1OCCO1.O=C1OCCO1.O=C1OCCO1.O=C1OCCO1.O=C1OCCO1.O=C1OCCO1.O=C1OCCO1.O=C1OCCO1.O=C1OCCO1" gap_ev=10.5 max_force_ha_per_bohr=0.0456 de_lowest_kj_mol=106.0
O -3.817 5.496 -1.916
C -3.635 4.310 -1.905
O -2.598 3.762 -1.285
C -2.707 2.338 -1.259
C -3.711 2.147 -2.402
O -4.379 3.389 -2.512
H -1.782 1.773 -1.343
H -3.097 2.059 -0.274
H -4.390 1.311 -2.251
H -3.175 1.992 -3.341
O 2.739 5.937 -3.476
C 2.227 4.967 -2.998
O 2.903 4.101 -2.243
C 2.099 2.956 -1.999
C 0.694 3.469 -2.221
O 0.915 4.682 -2.986
H 2.353 2.086 -2.598
H 2.086 2.815 -0.920
H 0.223 3.702 -1.268
H 0.046 2.818 -2.806
O 2.351 -0.816 2.344
C 3.033 -0.013 2.919
O 4.364 0.067 2.747
C 4.893 1.016 3.678
C 3.702 1.359 4.572
O 2.635 0.813 3.873
H 5.824 0.687 4.137
H 5.210 1.951 3.205
H 3.697 2.438 4.727
H 3.772 0.965 5.589
O -0.924 -2.935 -1.852
C -1.184 -3.965 -2.416
O -0.504 -5.090 -2.246
C -1.118 -6.163 -3.012
C -2.355 -5.430 -3.624
O -2.190 -4.090 -3.262
H -0.472 -6.412 -3.851
H -1.455 -7.021 -2.443
H -3.282 -5.788 -3.168
H -2.438 -5.513 -4.708
O 1.053 -7.196 0.091
C 1.582 -6.158 0.353
O 2.458 -5.535 -0.474
C 2.966 -4.379 0.223
C 1.878 -4.143 1.219
O 1.376 -5.430 1.463
H 3.913 -4.665 0.686
H 3.153 -3.453 -0.321
H 1.077 -3.470 0.909
H 2.300 -3.777 2.155
O -0.846 2.234 1.793
C -0.580 1.238 1.177
O 0.338 1.068 0.176
C -0.038 -0.152 -0.471
C -0.763 -0.917 0.596
O -1.334 0.145 1.343
H -0.804 0.028 -1.229
H 0.797 -0.692 -0.910
H -0.162 -1.594 1.199
H -1.518 -1.477 0.047
O 2.450 -1.872 -2.906
C 2.486 -2.817 -3.629
O 3.178 -2.821 -4.823
C 3.020 -4.120 -5.372
C 1.980 -4.842 -4.527
O 1.918 -3.992 -3.402
H 2.612 -4.029 -6.381
H 3.946 -4.684 -5.483
H 2.129 -5.905 -4.344
H 1.015 -4.882 -5.047
O 2.474 3.920 6.747
C 1.513 4.118 6.079
O 0.765 3.132 5.454
C -0.359 3.731 4.854
C -0.079 5.204 4.767
O 1.016 5.312 5.689
H -0.590 3.408 3.837
H -1.257 3.617 5.464
H -0.841 5.948 4.968
H 0.351 5.451 3.791
O -2.091 -0.532 -3.584
C -1.057 -0.362 -4.149
O -0.071 0.460 -3.656
C 0.959 0.635 -4.619
C 0.554 -0.305 -5.780
O -0.688 -0.846 -5.332
H 0.942 1.669 -4.961
H 1.871 0.280 -4.144
H 1.274 -1.121 -5.783
H 0.432 0.264 -6.696
O -0.071 -4.160 3.982
C -0.611 -3.097 3.891
O -1.529 -2.711 3.027
C -2.253 -1.638 3.554
C -1.264 -1.030 4.580
O -0.229 -2.024 4.621
H -2.722 -1.034 2.779
H -3.186 -2.028 3.985
H -1.822 -0.882 5.502
H -0.835 -0.097 4.219
O -2.987 6.241 4.098
C -3.377 5.286 3.494
O -4.120 5.329 2.401
C -4.262 4.017 1.860
C -3.867 3.116 3.051
O -3.117 4.007 3.824
H -5.325 3.962 1.626
H -3.661 3.856 0.967
H -3.258 2.283 2.701
H -4.755 2.745 3.569

=====

[2]
91
Properties=species:S:1:pos:R:3 method="wB97M-V/def2-TZVPD" e_homo_ev=-13.36 gap_ev=7.3 max_force_ha_per_bohr=0.0276 de_lowest_kj_mol=205.9 total_charge=+2
Ti -0.577 -0.423 -0.162
C 3.006 1.980 0.341
C 3.487 0.547 0.200
N 2.679 -0.397 0.979
C 2.951 -0.303 2.422
C 4.300 -0.833 2.896
C 2.827 -1.770 0.506
C 1.817 -2.116 -0.573
N 0.451 -1.984 -0.051
C -0.168 -3.135 0.510
C -0.884 -2.969 1.684
F -0.926 -1.712 2.197
C -1.604 -3.979 2.278
F -2.295 -3.713 3.388
C -1.614 -5.238 1.718
C -0.903 -5.432 0.553
F -0.886 -6.626 -0.031
C -0.200 -4.404 -0.051
F 0.451 -4.663 -1.194
H 3.530 2.637 -0.355
H 3.182 2.368 1.347
H 1.937 2.049 0.131
H 4.544 0.492 0.489
H 3.446 0.240 -0.849
H 2.146 -0.834 2.941
H 2.864 0.748 2.702
H 4.412 -1.902 2.710
H 4.396 -0.678 3.971
H 5.136 -0.317 2.421
H 2.677 -2.460 1.338
H 3.836 -1.958 0.119
H 1.991 -3.126 -0.936
H 1.947 -1.441 -1.424
H -2.166 -6.052 2.171
O -0.464 0.831 1.264
S -0.017 1.502 2.586
C -0.767 3.168 2.458
C -1.558 3.363 1.166
C -0.676 3.797 -0.006
C -1.444 3.818 -1.326
S -1.281 2.293 -2.294
O -0.898 1.195 -1.296
C 0.208 2.619 -3.204
C 0.159 3.616 -4.172
C 1.288 3.855 -4.937
C 2.438 3.096 -4.742
C 2.459 2.090 -3.788
C 1.335 1.838 -3.012
C -0.936 0.768 3.888
C -0.228 0.588 5.067
C -0.904 0.076 6.167
C -2.246 -0.261 6.060
C -2.932 -0.085 4.859
C -2.279 0.438 3.758
H 0.077 3.855 2.525
H -1.377 3.274 3.352
H -2.322 4.120 1.350
H -2.087 2.446 0.914
H 0.197 3.149 -0.100
H -0.292 4.800 0.187
H -1.089 4.587 -2.013
H -2.516 3.964 -1.180
H -0.743 4.193 -4.347
H 1.267 4.629 -5.692
H 3.316 3.287 -5.346
H 3.352 1.494 -3.647
H 1.346 1.047 -2.277
H 0.827 0.832 5.131
H -0.376 -0.071 7.100
H -2.765 -0.670 6.918
H -3.977 -0.358 4.786
H -2.796 0.572 2.817
C -2.485 -0.558 -3.989
Sb -0.855 -1.565 -3.037
C 0.513 -1.336 -4.657
C -1.526 -3.523 -3.494
H -2.814 -1.194 -4.810
H -2.169 0.401 -4.400
H -3.322 -0.403 -3.308
H -0.008 -1.651 -5.562
H 1.394 -1.962 -4.517
H 0.822 -0.297 -4.760
H -1.706 -3.526 -4.567
H -2.452 -3.718 -2.958
H -0.788 -4.277 -3.236
C -3.866 -0.097 0.132
C -2.628 -0.898 -0.121
O -2.643 -2.025 -0.552
H -4.639 -0.747 0.543
H -4.213 0.264 -0.842
H -3.701 0.765 0.773

=====

[3]
99
Properties=species:S:1:pos:R:3 method="wB97M-V/def2-TZVPD" e_homo_ev=-8.10 smiles="CCSCc1cc(C(F)(F)C(F)(F)C(F)(F)C(F)(F)F)c2c(c1P(N)O)C(=O)c1ccccc1C2=O.COCCOC.COCCOC.COCCOC" gap_ev=7.3 max_force_ha_per_bohr=0.0349
C 0.595 1.439 4.122
C 0.383 0.950 2.685
S -1.065 1.774 1.986
C -1.453 0.882 0.423
C -0.531 -0.275 0.184
C 0.630 0.008 -0.534
C 1.584 -0.954 -0.823
C 2.838 -0.592 -1.598
F 2.651 -0.991 -2.889
F 3.934 -1.216 -1.150
C 3.173 0.917 -1.732
F 2.202 1.531 -2.420
F 4.285 0.981 -2.488
C 3.487 1.726 -0.432
F 2.395 2.325 0.060
F 4.345 2.704 -0.771
C 4.174 0.962 0.732
F 5.349 0.499 0.350
F 4.380 1.846 1.711
F 3.420 -0.010 1.214
C 1.325 -2.266 -0.400
C 0.161 -2.562 0.327
C -0.789 -1.570 0.660
P -2.305 -2.054 1.663
N -3.655 -1.608 0.703
O -2.371 -0.956 2.890
C -0.055 -3.995 0.733
O -1.131 -4.524 0.750
C 1.171 -4.762 1.072
C 1.152 -5.766 2.031
C 2.318 -6.481 2.277
C 3.473 -6.184 1.554
C 3.486 -5.187 0.587
C 2.322 -4.468 0.348
C 2.229 -3.427 -0.702
O 2.817 -3.568 -1.740
H -0.354 1.636 4.616
H 1.067 0.625 4.668
H 1.272 2.285 4.165
H 1.259 1.228 2.109
H 0.278 -0.127 2.714
H -1.325 1.617 -0.366
H -2.486 0.563 0.411
H 0.746 1.029 -0.854
H -3.490 -1.827 -0.271
H -3.972 -0.653 0.830
H -2.993 -1.330 3.529
H 0.233 -5.983 2.554
H 2.316 -7.273 3.008
H 4.371 -6.756 1.731
H 4.387 -4.991 0.026
C -7.466 -1.023 7.428
O -7.312 0.152 6.653
C -5.957 0.498 6.413
C -5.492 0.057 5.042
O -5.489 -1.359 4.909
C -6.635 -1.860 4.237
H -8.496 -1.359 7.316
H -6.798 -1.820 7.096
H -7.278 -0.810 8.486
H -5.309 0.077 7.188
H -5.887 1.588 6.470
H -4.463 0.399 4.894
H -6.112 0.513 4.264
H -6.535 -1.719 3.156
H -7.550 -1.376 4.583
H -6.700 -2.927 4.446
C -3.192 -2.023 -2.926
O -1.852 -1.644 -2.650
C -0.901 -2.181 -3.561
C -0.504 -1.178 -4.621
O -1.596 -0.835 -5.460
C -2.211 0.391 -5.107
H -3.843 -1.347 -2.369
H -3.442 -1.949 -3.987
H -3.369 -3.049 -2.584
H -1.288 -3.094 -4.024
H -0.012 -2.447 -2.980
H 0.266 -1.627 -5.256
H -0.077 -0.282 -4.158
H -1.615 1.237 -5.469
H -2.345 0.482 -4.025
H -3.190 0.421 -5.586
C 3.937 4.591 -3.036
O 3.412 5.144 -4.231
C 3.364 6.561 -4.222
C 4.531 7.171 -4.970
O 5.771 6.888 -4.342
C 6.470 5.809 -4.936
H 4.206 3.557 -3.239
H 4.827 5.125 -2.696
H 3.178 4.613 -2.246
H 3.329 6.940 -3.195
H 2.436 6.857 -4.722
H 4.414 8.260 -4.977
H 4.539 6.825 -6.008
H 6.964 6.135 -5.858
H 5.808 4.969 -5.159
H 7.230 5.477 -4.230

=====

[4]
88
Properties=species:S:1:pos:R:3 method="wB97M-V/def2-TZVPD" e_homo_ev=-3.53 gap_ev=5.5 max_force_ha_per_bohr=0.0830 total_charge=-1
C 3.115 -2.614 1.351
C 1.641 -2.173 1.718
C 1.280 -0.786 1.013
O 0.307 -0.017 1.711
C -1.056 -0.395 1.413
C -1.445 -1.367 2.605
C -2.977 -1.561 2.918
C -3.894 -1.845 1.670
O -3.548 -0.508 3.738
C -1.813 1.043 1.609
O -2.722 1.468 0.568
P -2.367 0.397 -0.792
O -1.393 -0.765 0.096
H 3.332 -3.665 1.704
H 3.884 -1.962 1.851
H 3.296 -2.524 0.244
H 0.872 -2.966 1.547
H 1.658 -1.935 2.824
H 1.079 -0.936 -0.078
H 2.243 -0.190 1.068
H -0.900 -1.105 3.560
H -1.054 -2.393 2.323
H -3.047 -2.490 3.567
H -4.531 -0.971 1.386
H -4.614 -2.664 1.981
H -3.330 -2.272 0.797
H -2.852 -0.143 4.304
H -2.087 1.329 2.664
H -0.934 1.745 1.424
H -3.058 1.317 -1.656
H -3.656 -0.169 -0.474
H -2.454 -0.496 -1.954
H -1.159 1.068 -1.213
N 5.010 -0.164 2.961
C 4.056 0.321 3.769
C 4.308 1.176 4.830
C 5.620 1.550 5.076
C 6.626 1.060 4.254
C 6.270 0.214 3.217
H 3.046 -0.002 3.538
H 3.497 1.539 5.449
H 5.858 2.216 5.898
H 7.662 1.330 4.415
H 7.019 -0.191 2.545
N 5.659 -1.525 8.399
C 6.071 -1.146 7.181
C 7.398 -0.912 6.853
C 8.356 -1.077 7.842
C 7.955 -1.467 9.112
C 6.605 -1.678 9.336
H 5.286 -1.028 6.442
H 7.673 -0.611 5.853
H 9.404 -0.903 7.626
H 8.675 -1.604 9.909
H 6.243 -1.987 10.311
N -2.008 2.739 -3.130
C -2.363 2.288 -4.339
C -2.030 2.917 -5.529
C -1.288 4.088 -5.466
C -0.909 4.578 -4.224
C -1.291 3.868 -3.095
H -2.946 1.371 -4.334
H -2.343 2.506 -6.476
H -1.009 4.612 -6.374
H -0.329 5.489 -4.134
H -1.015 4.208 -2.101
N -4.261 3.080 -7.581
C -4.864 4.244 -7.304
C -6.209 4.489 -7.529
C -6.978 3.474 -8.077
C -6.378 2.260 -8.375
C -5.026 2.114 -8.108
H -4.220 5.007 -6.879
H -6.643 5.449 -7.282
H -8.034 3.627 -8.269
H -6.946 1.444 -8.804
H -4.513 1.182 -8.320
N -2.639 -4.387 -2.714
C -2.999 -4.829 -3.928
C -2.668 -4.189 -5.110
C -1.924 -3.019 -5.038
C -1.541 -2.539 -3.795
C -1.920 -3.256 -2.670
H -3.582 -5.745 -3.933
H -2.985 -4.595 -6.064
H -1.647 -2.488 -5.942
H -0.963 -1.630 -3.700
H -1.642 -2.920 -1.677

=====

[5]
87
Properties=species:S:1:pos:R:3 method="wB97M-V/def2-TZVPD" e_homo_ev=-12.01 gap_ev=7.3 max_force_ha_per_bohr=0.0083 de_lowest_kj_mol=0.0 total_charge=+2
Pb -0.192 0.431 -0.233
C -0.955 0.738 3.118
N -1.224 -0.337 2.163
C -2.672 -0.495 2.007
C -3.072 -1.174 0.722
C -4.157 -2.032 0.664
C -4.562 -2.521 -0.568
C -3.871 -2.139 -1.709
C -2.789 -1.293 -1.565
N -2.392 -0.831 -0.376
C -0.616 -1.609 2.551
C 0.893 -1.585 2.614
C 1.549 -2.551 3.368
C 2.932 -2.554 3.389
C 3.615 -1.587 2.664
C 2.877 -0.660 1.952
N 1.540 -0.652 1.917
C -1.193 2.103 2.518
C -1.644 3.152 3.301
C -1.794 4.408 2.734
C -1.504 4.584 1.390
C -1.074 3.491 0.666
N -0.916 2.280 1.220
H -1.578 0.634 4.015
H 0.085 0.677 3.437
H -3.107 -1.026 2.862
H -3.114 0.506 1.999
H -4.686 -2.298 1.570
H -5.414 -3.185 -0.638
H -4.169 -2.483 -2.689
H -2.227 -0.934 -2.421
H -1.006 -1.940 3.524
H -0.932 -2.365 1.826
H 0.984 -3.280 3.933
H 3.468 -3.292 3.971
H 4.695 -1.540 2.668
H 3.376 0.126 1.395
H -1.875 2.982 4.345
H -2.147 5.237 3.334
H -1.616 5.543 0.905
H -0.855 3.562 -0.395
N 0.878 -0.879 -4.076
C 2.207 -1.247 -4.701
C 2.557 -2.671 -4.286
C 2.887 -2.790 -2.795
N 1.640 -2.620 -2.001
C 3.960 -1.778 -2.395
C 3.701 -0.338 -2.826
N 2.650 0.281 -1.997
C 3.286 -0.255 -4.294
H 0.105 -1.279 -4.607
H 0.701 0.133 -3.985
H 0.869 -1.295 -3.118
H 2.064 -1.192 -5.779
H 3.431 -2.970 -4.868
H 1.757 -3.365 -4.558
H 3.299 -3.786 -2.620
H 1.865 -2.354 -1.048
H 1.149 -3.507 -1.948
H 4.899 -2.098 -2.855
H 4.126 -1.821 -1.314
H 4.647 0.205 -2.733
H 2.459 1.218 -2.346
H 3.021 0.416 -1.059
H 4.156 -0.468 -4.919
H 2.978 0.765 -4.542
C -5.018 5.649 -4.588
C -3.952 4.708 -4.096
C -2.746 4.566 -4.767
C -1.748 3.704 -4.324
C -0.468 3.610 -5.111
C -1.979 2.947 -3.167
Se -0.562 1.754 -2.629
C -3.186 3.068 -2.466
C -3.539 2.298 -1.220
C -4.145 3.953 -2.949
H -4.705 6.166 -5.493
H -5.254 6.402 -3.835
H -5.941 5.111 -4.810
H -2.567 5.149 -5.663
H -0.441 4.378 -5.882
H -0.379 2.639 -5.606
H 0.408 3.732 -4.474
H -2.730 1.652 -0.892
H -4.415 1.668 -1.393
H -3.789 2.978 -0.402
H -5.081 4.048 -2.406